No. 1
{"formula": "C48H41N5OP2S4Zr", "method": "ωB97M-V with the def2-TZVPD basis set", "homo_lumo_gap_ev": 6.83, "spin_multiplicity": 1, "e_homo_ev": -7.3, "e_above_lowest_ev": 0.552, "elements": ["Zr", "S", "P", "C", "P", "S", "C", "C", "C", "C", "C", "C", "C", "C", "C", "C", "C", "C", "C", "C", "C", "C", "C", "C", "C", "C", "C", "C", "C", "C", "H", "H", "H", "H", "H", "H", "H", "H", "H", "H", "H", "H", "H", "H", "H", "H", "H", "H", "H", "H", "S", "C", "C", "C", "C", "N", "C", "C", "C", "S", "C", "N", "H", "H", "C", "N", "C", "C", "C", "C", "C", "C", "C", "C", "H", "H", "H", "H", "H", "H", "H", "H", "H", "H", "H", "H", "H", "N", "C", "O", "C", "C", "C", "N", "C", "C", "H", "H", "H", "H", "H", "H"], "positions_angstrom": [[-0.7682, 0.3652, -0.2042], [2.1163, 0.8763, -0.1442], [1.1088, 2.5076, 0.5300], [-0.3626, 2.6761, -0.3205], [-0.1392, 2.8167, -2.0219], [-0.3143, 1.0052, -2.9125], [1.3664, 3.6473, -2.6205], [2.4194, 2.9435, -3.1883], [3.5706, 3.6097, -3.5903], [3.6840, 4.9809, -3.4091], [2.6385, 5.6924, -2.8309], [1.4857, 5.0271, -2.4467], [-1.4507, 3.9105, -2.6590], [-2.1833, 4.6896, -1.7739], [-3.1904, 5.5308, -2.2441], [-3.4663, 5.5859, -3.6007], [-2.7313, 4.8080, -4.4931], [-1.7267, 3.9785, -4.0250], [0.7823, 2.3355, 2.3085], [1.7204, 1.7147, 3.1285], [1.5199, 1.6557, 4.4967], [0.3706, 2.2093, 5.0556], [-0.5700, 2.8199, 4.2398], [-0.3638, 2.8869, 2.8663], [2.1945, 3.9768, 0.4706], [1.6504, 5.2365, 0.7119], [2.4614, 6.3601, 0.7099], [3.8232, 6.2357, 0.4548], [4.3655, 4.9858, 0.1985], [3.5512, 3.8577, 0.2073], [2.3307, 1.8707, -3.3053], [4.3857, 3.0553, -4.0378], [4.5861, 5.4963, -3.7137], [2.7202, 6.7606, -2.6772], [0.6765, 5.5878, -1.9925], [-1.9481, 4.6307, -0.7176], [-3.7497, 6.1444, -1.5476], [-4.2464, 6.2403, -3.9704], [-2.9467, 4.8521, -5.5528], [-1.1666, 3.3643, -4.7209], [2.5900, 1.2468, 2.6820], [2.2459, 1.1599, 5.1281], [0.2065, 2.1493, 6.1240], [-1.4755, 3.2305, 4.6681], [-1.1100, 3.3281, 2.2150], [0.5855, 5.3328, 0.8957], [2.0339, 7.3354, 0.9052], [4.4576, 7.1128, 0.4534], [5.4225, 4.8877, -0.0135], [3.9700, 2.8834, -0.0145], [0.2337, -1.1129, 1.6857], [-0.7106, -0.9320, 3.1394], [-0.2323, -1.4160, 4.3625], [-0.9293, -1.2075, 5.5369], [-0.3711, -1.6982, 6.7818], [0.0894, -2.0896, 7.7588], [-2.1480, -0.5157, 5.5109], [-2.6371, -0.0551, 4.3029], [-1.9263, -0.2455, 3.1173], [-2.5696, 0.4050, 1.6279], [-2.9004, -0.2558, 6.7220], [-3.5106, -0.0297, 7.6687], [0.7153, -1.9369, 4.3994], [-3.5773, 0.4801, 4.2849], [2.6212, -3.9729, -2.5240], [2.3686, -2.6292, -1.9341], [2.2225, -2.7288, -0.4428], [1.2097, -1.8548, -2.5859], [-0.1256, -2.3959, -2.1898], [-0.5775, -3.5836, -2.7765], [-1.7607, -4.1721, -2.3648], [-2.4826, -3.5648, -1.3410], [-2.0375, -2.3766, -0.7815], [-0.8631, -1.7186, -1.2134], [3.5620, -4.3406, -2.1224], [2.6722, -3.8770, -3.6053], [1.8044, -4.6272, -2.2352], [3.1906, -2.0566, -2.1226], [1.2763, -3.2214, -0.2388], [2.2165, -1.7269, -0.0237], [3.0624, -3.3101, -0.0705], [1.4231, -1.8847, -3.6557], [1.3456, -0.8346, -2.2280], [-0.0141, -4.0403, -3.5850], [-2.1134, -5.0824, -2.8317], [-3.4000, -4.0175, -0.9839], [-2.6414, -1.9333, 0.0040], [-6.6549, 3.5984, -3.1966], [-6.4459, 2.2563, -3.1818], [-7.1804, 1.4630, -3.7305], [-5.2228, 1.7914, -2.4320], [-4.6174, 0.6104, -2.8300], [-3.4559, 0.2168, -2.2047], [-2.9007, 0.9117, -1.1979], [-3.5219, 2.0191, -0.7808], [-4.6741, 2.4953, -1.3792], [-7.4275, 3.9378, -3.7434], [-5.9316, 4.2415, -2.9262], [-5.0339, 0.0297, -3.6404], [-2.9187, -0.6611, -2.5328], [-3.0377, 2.5549, 0.0234], [-5.1167, 3.4072, -1.0014]]}


No. 2
{"formula": "C48H42AsBrN6O2PPt", "method": "ωB97M-V with the def2-TZVPD basis set", "homo_lumo_gap_ev": 4.28, "spin_multiplicity": 1, "e_homo_ev": -14.4, "total_charge": 3, "e_above_lowest_ev": 0.687, "elements": ["Pt", "C", "N", "C", "C", "N", "C", "C", "C", "C", "C", "C", "N", "C", "N", "C", "C", "C", "C", "C", "C", "N", "H", "H", "H", "H", "H", "H", "H", "H", "H", "H", "H", "H", "H", "H", "H", "Br", "C", "C", "C", "C", "C", "N", "C", "O", "O", "H", "H", "H", "C", "C", "As", "C", "C", "C", "C", "C", "C", "C", "C", "C", "C", "C", "C", "P", "C", "C", "C", "C", "C", "C", "C", "C", "C", "C", "C", "C", "H", "H", "H", "H", "H", "H", "H", "H", "H", "H", "H", "H", "H", "H", "H", "H", "H", "H", "H", "H", "H", "H", "H", "H"], "positions_angstrom": [[-1.2250, 0.1929, -1.3725], [-4.0837, -1.3468, -0.5150], [-2.7994, -1.9732, -0.1931], [-2.4513, -0.6032, 1.9761], [-2.5496, 0.7506, 1.3614], [-2.1773, 1.1207, 0.1541], [-2.4830, 2.4860, 0.0287], [-2.3100, 3.3695, -1.0353], [-2.7317, 4.6675, -0.8399], [-3.3038, 5.0850, 0.3748], [-3.4774, 4.2167, 1.4310], [-3.0535, 2.9085, 1.2242], [-3.0795, 1.7835, 2.0390], [-4.0780, -0.5452, -1.8010], [-3.1048, 0.2079, -2.2943], [-3.5740, 0.7639, -3.4778], [-2.9517, 1.6115, -4.3922], [-3.6915, 1.9919, -5.4900], [-5.0112, 1.5408, -5.6841], [-5.6319, 0.6989, -4.7872], [-4.8789, 0.3204, -3.6797], [-5.1583, -0.5074, -2.5995], [-4.8616, -2.1073, -0.6108], [-4.3884, -0.6913, 0.3026], [-1.9700, -4.0838, -2.7353], [-3.4198, -0.8199, 2.4357], [-1.7341, -0.5798, 2.8035], [-1.8725, 3.0568, -1.9739], [-2.6210, 5.3874, -1.6390], [-3.6172, 6.1144, 0.4803], [-3.9197, 4.5378, 2.3641], [-3.4218, 1.7463, 2.9875], [-1.9363, 1.9604, -4.2445], [-3.2545, 2.6528, -6.2259], [-5.5512, 1.8675, -6.5618], [-6.6453, 0.3550, -4.9415], [-6.0195, -1.0097, -2.4495], [1.1594, 1.9906, -2.5464], [0.8318, 0.3937, -3.4758], [1.6363, 0.0963, -4.5612], [1.3868, -1.0572, -5.2781], [0.3299, -1.8663, -4.8895], [-0.4271, -1.5012, -3.7964], [-0.1838, -0.3894, -3.0725], [-1.6015, -2.3890, -3.4656], [-2.7104, -2.2206, -3.8750], [-1.2424, -3.4270, -2.6803], [2.4339, 0.7730, -4.8308], [1.9974, -1.3166, -6.1325], [0.0858, -2.7706, -5.4303], [0.8175, 0.6945, 1.4237], [1.4796, 0.0476, 2.6355], [2.2355, 1.5171, 3.7577], [2.9868, 0.4768, 5.2111], [3.3659, 1.2042, 6.3378], [3.9337, 0.5633, 7.4294], [4.1073, -0.8126, 7.4122], [3.7157, -1.5470, 6.3016], [3.1605, -0.9052, 5.2035], [3.7905, 1.7452, 2.5919], [3.7567, 2.7776, 1.6554], [4.8025, 2.9499, 0.7552], [5.9020, 2.1038, 0.8036], [5.9563, 1.0920, 1.7548], [4.9021, 0.9068, 2.6400], [0.3761, -0.4525, 0.0867], [1.9021, -1.1361, -0.5718], [1.8447, -2.2562, -1.4111], [2.9940, -2.7326, -2.0143], [4.2106, -2.0923, -1.7918], [4.2718, -0.9833, -0.9631], [3.1229, -0.5001, -0.3491], [-0.5467, -1.8727, 0.8314], [-2.0568, -1.7737, 1.0710], [-2.6652, -3.0548, 1.5213], [-1.9819, -4.2572, 1.6319], [-0.6246, -4.2242, 1.4844], [0.0804, -3.0387, 1.0710], [1.4904, 1.4148, 0.9429], [-0.0666, 1.2698, 1.7004], [2.2745, -0.6366, 2.3334], [0.7560, -0.5123, 3.2337], [3.2233, 2.2785, 6.3666], [4.2350, 1.1381, 8.2947], [4.5444, -1.3135, 8.2654], [3.8505, -2.6207, 6.2895], [2.8741, -1.4978, 4.3426], [2.9269, 3.4778, 1.6510], [4.7779, 3.7665, 0.0450], [6.7327, 2.2569, 0.1269], [6.8315, 0.4579, 1.8216], [4.9639, 0.1274, 3.3897], [0.9061, -2.7695, -1.5844], [2.9475, -3.6068, -2.6506], [5.1115, -2.4698, -2.2571], [5.2147, -0.4860, -0.7789], [3.2101, 0.3689, 0.2922], [-2.1841, -2.1128, -0.9700], [-3.7198, -3.0014, 1.7704], [-2.5015, -5.1681, 1.8930], [-0.0461, -5.1239, 1.6620], [1.1497, -3.1196, 0.9253]]}


No. 3
{"formula": "C48H42F4N3O", "method": "ωB97M-V with the def2-TZVPD basis set", "homo_lumo_gap_ev": 3.45, "spin_multiplicity": 1, "e_homo_ev": -8.7, "total_charge": 1, "e_above_lowest_ev": 3.112, "elements": ["F", "C", "C", "C", "F", "C", "C", "C", "C", "C", "C", "F", "C", "C", "F", "C", "C", "H", "H", "H", "H", "H", "H", "H", "C", "C", "C", "C", "C", "C", "N", "C", "C", "C", "C", "C", "C", "C", "N", "N", "C", "C", "C", "C", "C", "C", "C", "C", "C", "C", "C", "O", "C", "C", "C", "C", "C", "C", "C", "C", "C", "C", "C", "H", "H", "H", "H", "H", "H", "H", "H", "H", "H", "H", "H", "H", "H", "H", "H", "H", "H", "H", "H", "H", "H", "H", "H", "H", "H", "H", "H", "H", "H", "H", "H", "H", "H", "H"], "positions_angstrom": [[-4.9671, 5.5973, 0.3090], [-4.7413, 4.5101, -0.5065], [-5.7622, 4.0872, -1.3623], [-5.3663, 3.2088, -2.3565], [-6.3461, 2.8017, -3.2315], [-4.0785, 2.6807, -2.4775], [-3.1617, 2.8985, -1.4167], [-1.8424, 2.2784, -1.2834], [-0.7138, 3.1538, -1.2827], [0.5625, 2.6064, -0.9935], [1.6712, 3.4217, -1.0190], [2.9054, 2.8822, -0.7462], [1.6388, 4.7832, -1.2883], [0.3902, 5.3025, -1.6194], [0.3160, 6.6325, -1.9599], [-0.7743, 4.5464, -1.6219], [-3.4951, 3.9099, -0.4744], [-6.7411, 4.5468, -1.3428], [-3.8084, 2.0458, -3.3225], [-1.6759, 1.2850, -1.6899], [0.6021, 1.5580, -0.7149], [2.5321, 5.3869, -1.2674], [-1.7286, 5.0311, -1.8524], [-2.7791, 4.1497, 0.3180], [3.2861, -2.0557, 5.5521], [2.8275, -1.8844, 4.1266], [2.9583, -0.6497, 3.5012], [2.4094, -0.3970, 2.2342], [2.6798, 0.9350, 1.6105], [1.7066, -1.4377, 1.5917], [1.0723, -1.2603, 0.2994], [1.7294, -1.0954, -0.9088], [3.1855, -0.8828, -0.9720], [3.6624, 0.1016, -1.8544], [5.0049, 0.4584, -1.8483], [5.9133, -0.1827, -1.0058], [5.4703, -1.2324, -0.1950], [4.1280, -1.5982, -0.1962], [0.8923, -1.1081, -1.9261], [-0.3949, -1.3328, -1.4166], [-1.3479, -1.8842, -2.3692], [-0.8465, -2.8315, -3.2954], [0.5394, -3.3322, -3.2305], [-1.6377, -3.3368, -4.3315], [-2.9974, -3.0560, -4.4183], [-3.8828, -3.5069, -5.5500], [-3.5395, -2.2715, -3.4060], [-2.7511, -1.5674, -2.4939], [-3.5791, -0.5393, -1.7904], [-0.3054, -1.3716, -0.0077], [-1.0805, -0.4208, 0.8275], [-1.5557, 0.6279, 0.2943], [-1.1561, -0.6788, 2.2956], [-1.4122, -2.0290, 2.7535], [-0.7368, 0.3209, 3.2030], [-0.5360, 1.6510, 2.7547], [0.0775, 2.6234, 3.5260], [0.4156, 2.3688, 4.8630], [0.2267, 1.0760, 5.3637], [-0.3139, 0.0782, 4.5552], [1.7311, -2.7301, 2.1241], [1.2535, -3.9039, 1.3418], [2.2496, -2.9281, 3.4090], [3.1431, -3.0930, 5.8807], [4.3562, -1.8172, 5.6590], [2.7270, -1.3981, 6.2413], [3.4996, 0.1453, 4.0071], [1.9902, 1.1505, 0.7869], [2.5878, 1.7292, 2.3660], [3.7195, 0.9856, 1.2411], [2.9470, 0.5705, -2.5238], [5.3641, 1.2335, -2.5205], [6.9605, 0.1199, -0.9705], [6.1763, -1.7815, 0.4290], [3.7829, -2.4463, 0.3945], [0.6914, -4.0929, -3.9900], [1.2524, -2.5301, -3.4147], [0.7801, -3.7772, -2.2637], [-1.2079, -4.0252, -5.0591], [-4.9394, -3.2969, -5.3118], [-3.6304, -2.9622, -6.4743], [-3.7866, -4.5789, -5.7756], [-4.6256, -2.1456, -3.3709], [-4.0427, 0.1773, -2.5108], [-4.4355, -1.0276, -1.2983], [-3.0419, -0.0273, -0.9822], [-2.1331, -2.0839, 3.5763], [-1.7652, -2.7032, 1.9692], [-0.4358, -2.3890, 3.0932], [-0.8673, 1.8489, 1.7465], [0.3125, 3.5981, 3.0972], [0.8670, 3.1596, 5.4799], [0.5242, 0.8974, 6.4006], [-0.3998, -0.9097, 4.9958], [1.5184, -4.8021, 1.8996], [0.1723, -3.8840, 1.2006], [1.7355, -3.9553, 0.3604], [2.2206, -3.9287, 3.8330]]}


No. 4
{"formula": "C48H42F6N2O4", "method": "ωB97M-V with the def2-TZVPD basis set", "smiles": "CCCCCc1c(C(F)(F)c2cccc(C(F)(F)F)c2)cc2c(c1CC(=O)F)C(=O)N(OC#N)C2=O.c1ccccc1.c1ccccc1.c1ccccc1.c1ccccc1", "homo_lumo_gap_ev": 7.72, "spin_multiplicity": 1, "e_homo_ev": -9.1, "e_above_lowest_ev": 0.000, "elements": ["C", "C", "C", "C", "C", "C", "C", "C", "F", "F", "C", "C", "C", "C", "C", "C", "F", "F", "F", "C", "C", "C", "C", "C", "C", "C", "O", "F", "C", "O", "N", "O", "C", "N", "C", "O", "H", "H", "H", "H", "H", "H", "H", "H", "H", "H", "H", "H", "H", "H", "H", "H", "H", "H", "C", "C", "C", "C", "C", "C", "H", "H", "H", "H", "H", "H", "C", "C", "C", "C", "C", "C", "H", "H", "H", "H", "H", "H", "C", "C", "C", "C", "C", "C", "H", "H", "H", "H", "H", "H", "C", "C", "C", "C", "C", "C", "H", "H", "H", "H", "H", "H"], "positions_angstrom": [[-0.1769, 4.2311, -4.2212], [-0.0171, 3.0131, -3.2691], [-1.1525, 1.9886, -3.5253], [-0.7672, 0.5256, -3.1785], [-1.5297, -0.0377, -1.9237], [-0.7715, 0.4127, -0.6846], [0.4241, -0.2105, -0.3257], [1.1066, -1.3684, -1.0227], [0.4670, -1.8763, -2.1052], [1.1604, -2.3983, -0.1010], [2.5628, -1.1093, -1.4308], [3.1953, 0.1133, -1.3538], [4.5233, 0.1705, -1.7407], [5.2033, -0.9193, -2.2071], [4.5501, -2.1415, -2.3142], [5.1998, -3.3960, -2.8582], [4.6487, -4.4698, -2.2761], [6.5211, -3.4010, -2.6520], [5.0192, -3.5321, -4.1824], [3.2387, -2.2153, -1.9139], [1.0674, 0.2384, 0.8185], [0.5848, 1.2547, 1.5755], [-0.6187, 1.8618, 1.2002], [-1.3087, 1.4590, 0.0896], [-2.6246, 2.1611, -0.1842], [-3.6142, 1.8050, 0.9332], [-3.4916, 0.8468, 1.6426], [-4.6603, 2.6299, 1.1399], [-0.9632, 2.9256, 2.2230], [-1.9697, 3.5622, 2.3916], [0.2227, 2.9867, 2.9889], [0.0944, 3.5292, 4.2733], [0.7198, 4.6914, 4.2991], [1.4097, 5.5863, 4.5787], [1.1199, 1.9003, 2.8293], [2.0413, 1.6136, 3.5397], [0.2966, 5.1322, -3.8096], [-1.2284, 4.4634, -4.4276], [0.3205, 4.0210, -5.1783], [0.9752, 2.5850, -3.4603], [-0.0328, 3.4017, -2.2400], [-1.4974, 2.1293, -4.5558], [-1.9841, 2.2782, -2.8701], [0.2944, 0.5468, -2.8931], [-0.8793, -0.1334, -4.0465], [-2.5597, 0.3199, -1.9886], [-1.5840, -1.1284, -1.9886], [2.6777, 0.9858, -0.9686], [5.0866, 1.1001, -1.6760], [6.2462, -0.8829, -2.5136], [2.7180, -3.1654, -1.9979], [2.0074, -0.2229, 1.1275], [-3.0577, 1.9784, -1.1676], [-2.4905, 3.2512, -0.1093], [-9.1892, -0.1149, 0.9423], [-7.9885, 0.3143, 1.4912], [-6.7883, -0.2207, 1.0426], [-6.7903, -1.1889, 0.0480], [-7.9922, -1.6254, -0.4953], [-9.1912, -1.0872, -0.0494], [-10.1244, 0.3075, 1.2880], [-7.9872, 1.0673, 2.2693], [-5.8531, 0.1158, 1.4693], [-5.8536, -1.6060, -0.3034], [-7.9936, -2.3854, -1.2675], [-10.1281, -1.4255, -0.4741], [7.7661, 0.0807, 3.2341], [7.2105, 0.2176, 4.4993], [5.9293, 0.7329, 4.6439], [5.2034, 1.1144, 3.5243], [5.7626, 0.9846, 2.2593], [7.0428, 0.4669, 2.1134], [8.7629, -0.3270, 3.1212], [7.7763, -0.0790, 5.3736], [5.4952, 0.8356, 5.6306], [4.2028, 1.5116, 3.6360], [5.1984, 1.2870, 1.3844], [7.4774, 0.3639, 1.1265], [4.9221, -4.0409, 4.8411], [4.0512, -4.6670, 5.7230], [2.9725, -3.9685, 6.2475], [2.7668, -2.6418, 5.8931], [3.6426, -2.0130, 5.0183], [4.7201, -2.7128, 4.4905], [5.7598, -4.5884, 4.4271], [4.2131, -5.7011, 6.0012], [2.2916, -4.4579, 6.9327], [1.9238, -2.0971, 6.3002], [3.4856, -0.9765, 4.7464], [5.4024, -2.2222, 3.8062], [-4.1028, -1.1806, -4.8397], [-4.7211, -1.0262, -3.6058], [-6.0216, -0.5449, -3.5338], [-6.7026, -0.2145, -4.6980], [-6.0817, -0.3608, -5.9312], [-4.7824, -0.8451, -6.0026], [-3.0902, -1.5623, -4.8950], [-4.1881, -1.2828, -2.6979], [-6.5042, -0.4268, -2.5732], [-7.7176, 0.1586, -4.6432], [-6.6113, -0.0977, -6.8383], [-4.2993, -0.9612, -6.9646]]}